# 1
Here is a molecular structure, C32H31ClN4O2OsSi from the Open Molecules 2025 dataset. Energies are from ωB97M-V/def2-TZVPD.

Calculated values
multiplicity	5
expectation value of S²	6.014
HOMO-LUMO gap (alpha / beta)	7.380 / 7.266	eV
net charge	0

Positions of all 72 atoms, in Å:
C (-0.87389, -2.18849, 3.55321)
H (-3.73542, 1.68140, -2.71904)
H (-0.53349, -0.06417, -6.23461)
C (-4.19386, -0.05730, 2.92883)
H (1.32693, 3.34530, 0.24476)
H (0.65353, -4.25438, 6.43094)
N (0.10089, -1.33041, -0.94253)
N (-2.41872, 1.42725, -1.14518)
Os (-0.22788, 1.15906, -0.78041)
C (5.52414, 1.08474, 4.44431)
H (-3.00435, 2.75472, 0.36191)
H (6.50112, 1.47631, 4.70148)
C (-5.35790, -1.05659, 1.08153)
C (-1.55420, -3.29049, 4.05412)
C (-5.05703, -1.02537, 2.43758)
H (4.03829, -0.91560, 2.16779)
C (-1.30270, 2.30739, 5.22544)
H (-2.00634, 2.27234, 6.04814)
H (-6.02616, -1.81306, 0.69003)
C (1.22405, 2.71474, -0.63276)
C (0.49955, 2.39171, 3.12113)
H (1.87261, -2.30753, 5.52942)
H (6.23575, -0.00553, 2.73960)
C (-1.00486, -4.03335, 5.09180)
C (1.51068, -1.66063, 1.07054)
C (-2.01140, 0.67541, -4.75288)
H (-1.53252, -4.89773, 5.47638)
H (-1.31553, -1.60531, 2.75057)
C (-1.03351, 3.51307, 4.59388)
C (0.36714, -1.81962, 4.07564)
H (-2.51258, -3.56744, 3.63592)
H (1.45052, -2.86340, -0.51793)
C (3.16541, 0.93571, 4.86066)
C (2.99063, 0.09725, 3.75122)
C (-0.78583, 0.21516, -5.22384)
H (-0.89002, 0.20526, 5.29977)
C (-1.83888, 0.89890, -3.37964)
C (0.22330, -3.67157, 5.62528)
H (0.08935, 4.49510, 3.04630)
H (-1.52201, 4.41977, 4.92877)
N (1.08023, -1.99230, -0.17762)
C (-3.43213, 1.93574, -0.21678)
H (1.27279, 3.34778, -1.51441)
C (0.07771, 0.19515, -4.11617)
N (-0.55274, 0.59645, -3.00495)
Si (1.23021, -0.35719, 3.30600)
H (-5.05429, -0.12526, -0.82621)
H (1.20359, 2.43084, 2.29598)
C (-4.81386, -0.10700, 0.23284)
H (0.37380, -1.34037, -1.91702)
O (2.31065, -2.36522, 1.65458)
H (-0.79264, -1.80087, -0.84169)
O (0.99809, -0.54550, 1.58658)
H (-2.91590, 0.83382, -5.32184)
C (5.37466, 0.25432, 3.34342)
C (-3.96342, 0.88132, 0.72204)
H (-5.49872, -1.75159, 3.10859)
C (-2.74104, 1.36345, -2.39997)
C (4.12367, -0.24723, 3.00697)
C (0.90362, -2.57356, 5.11880)
H (-4.27436, 2.32481, -0.79699)
C (4.41720, 1.41881, 5.21040)
H (2.30400, 1.22180, 5.45629)
H (-3.94382, -0.03678, 3.98158)
C (-0.67251, 1.14321, 4.80001)
C (-0.12850, 3.55491, 3.53890)
H (4.52831, 2.05999, 6.07639)
C (0.23128, 1.16361, 3.73490)
C (-3.64391, 0.88938, 2.07262)
H (-2.97393, 1.64855, 2.46332)
Cl (2.75041, 1.70927, -0.68634)
H (1.12368, -0.08524, -4.09867)

Cartesian forces, eV/Å:
-0.0571 -0.0687 0.0642
-0.0082 -0.0333 0.0017
-0.0048 0.0110 0.0192
0.0459 -0.0389 0.0116
-0.1623 -0.0287 0.1320
0.0046 0.0341 -0.0194
0.2592 0.3013 0.8046
0.0120 -0.0832 0.0789
-0.1604 0.4425 -0.4186
0.0159 0.0206 -0.0311
0.0307 0.0131 -0.0128
-0.0235 -0.0178 -0.0003
-0.0076 -0.0081 -0.0122
0.0206 0.0690 0.0075
0.0426 -0.0090 0.0312
-0.0761 -0.0627 -0.1446
-0.0396 0.0054 -0.0298
0.0182 0.0008 0.0074
-0.0025 0.0042 0.0029
0.1049 -0.7415 -0.0540
-0.0705 -0.0673 -0.1196
-0.0284 -0.0237 -0.0163
-0.0230 -0.0097 0.0237
-0.0226 0.0230 -0.0714
0.0520 0.1710 0.0771
-0.0741 0.0788 0.0696
0.0127 0.0273 0.0067
-0.0381 -0.0224 -0.0071
0.0209 -0.0348 0.0111
0.3329 -0.0733 -0.0438
-0.0458 -0.0073 -0.0187
-0.0408 -0.0849 -0.0263
-0.0927 -0.0540 -0.0103
0.0077 -0.1647 -0.0147
0.1655 -0.0337 0.0919
-0.0074 0.0286 0.0083
0.0338 -0.0691 -0.2318
-0.0112 -0.0464 0.0693
-0.0080 -0.0183 0.0100
0.0062 -0.0024 -0.0159
-0.0571 -0.1092 -0.2877
0.0665 -0.0952 -0.0458
-0.0789 0.0310 -0.1096
0.0782 -0.0843 -0.2245
-0.0892 0.1431 0.4002
-0.1918 0.2434 -0.4267
-0.0115 0.0001 0.0491
0.0314 0.0173 0.0551
0.0241 -0.0105 -0.0555
-0.0075 0.1255 -0.1005
-0.0829 0.0154 -0.0067
-0.0893 -0.0173 -0.0818
-0.0291 -0.0091 0.3386
0.0241 -0.0031 0.0348
-0.0385 -0.0267 0.0011
0.0897 -0.0702 -0.0480
0.0274 -0.0039 -0.0073
-0.1266 -0.0368 0.1042
0.0441 0.0941 0.1535
0.0912 0.0648 -0.0418
-0.0027 0.1452 0.0124
0.0030 -0.0413 0.0555
0.0517 0.0493 -0.0246
0.0068 0.0074 0.0264
-0.0435 0.0050 -0.1206
-0.0325 -0.0175 -0.0348
-0.0198 -0.0059 -0.0251
-0.0042 0.0249 0.0523
0.0005 0.0375 0.0447
0.0164 -0.0179 0.0012
0.1991 0.0565 0.0599
-0.0305 0.0619 0.0218

=====

# 2
Here is a molecular structure, C28H31Cl2N9O12Ti in a non-equilibrium geometry from the Open Molecules 2025 dataset. Energies are from ωB97M-V/def2-TZVPD.

Calculated values
multiplicity	3
expectation value of S²	2.016
HOMO-LUMO gap (alpha / beta)	6.002 / 7.462	eV
net charge	0

Positions of all 83 atoms, in Å:
C (1.12951, -3.41841, -0.57812)
H (0.89710, -3.12532, 4.47792)
N (1.93380, 1.61566, 2.45385)
Cl (-0.86930, 4.15950, -1.90202)
H (-0.30935, -5.87504, -2.35284)
H (-4.51941, -0.70101, -2.20128)
O (1.79286, 0.98225, 3.47523)
C (-1.24361, -0.15362, -3.09494)
C (0.06625, -0.89852, 6.97890)
H (0.00238, -1.90165, -3.14514)
O (3.59715, -3.17466, -0.73427)
N (2.37517, 0.85124, 1.42486)
H (-2.37367, -1.17558, 5.49885)
H (5.41626, 0.10440, -0.40677)
C (-0.08180, -1.52016, 3.80455)
O (-2.12584, 1.72018, 2.23246)
C (0.29686, 3.37097, -5.68140)
O (-0.31339, 0.74653, 1.55136)
C (-1.31390, 1.21571, -3.41711)
H (-0.59532, -2.78275, 5.42732)
H (-4.17933, -2.02790, 0.60307)
H (1.78591, -5.05212, -1.82815)
H (0.66658, -0.38339, 7.75700)
H (-0.30553, 1.03751, 6.08003)
H (2.28475, 3.01179, -1.06230)
H (1.50657, -2.44364, 6.60706)
H (3.55493, -3.65123, -1.58779)
C (0.32099, 4.62550, -6.23055)
O (2.43474, -1.80039, 0.50844)
N (-1.17406, 1.78692, 1.43563)
C (-2.39269, -0.88165, -2.73946)
H (1.77387, -1.04975, 5.58442)
C (-1.18164, -3.20292, -0.27655)
H (-2.41857, 0.48078, 5.06918)
C (-2.55142, 1.81205, -3.35436)
O (-0.86302, 2.74357, 0.75672)
H (-2.50378, -4.52977, -1.42153)
C (-1.46869, -4.31510, -1.08177)
H (0.68577, 1.39802, -3.92312)
N (-1.01091, -0.57074, 3.93930)
H (-1.03151, 6.32643, -3.59172)
C (-1.74254, -0.36635, 5.19211)
H (-0.58747, -1.67354, 7.47341)
C (-0.16042, 3.14430, -4.34136)
N (3.65091, 0.93098, -0.47056)
C (-2.25600, -2.34257, 0.42350)
O (1.67953, 2.79341, 2.40497)
N (1.94721, 2.46500, -0.27222)
C (-0.87844, 0.11126, 6.35241)
C (-3.57542, -0.23489, -2.53186)
C (2.39608, -2.76824, -0.32343)
C (2.67298, 1.46688, 0.22552)
H (-1.15708, 0.10584, 3.21705)
H (3.33635, 0.91322, -1.43229)
H (1.06593, 2.65568, 0.17135)
O (0.74205, -0.42801, -1.00172)
H (-0.42365, 6.69961, -5.82728)
C (-0.60679, 4.27165, -3.62307)
C (-0.26563, 5.68122, -5.50678)
N (-0.15622, 1.91181, -3.71887)
O (2.16470, 0.21574, -2.60937)
C (0.23608, -2.37917, 4.95639)
H (0.49449, -0.45601, -4.29542)
C (-0.33045, -5.00040, -1.66931)
O (-3.50560, -2.58513, 0.22899)
N (0.07945, -2.81045, 0.09860)
H (-2.22286, -1.94257, -2.59096)
C (-3.62393, 1.14040, -2.78719)
H (-1.55308, 0.39540, 7.17856)
O (0.63610, -1.71617, 2.81568)
C (0.09793, -0.81786, -3.32666)
Ti (0.61040, -0.83993, 0.92743)
H (-2.67283, 2.87083, -3.56257)
C (-0.66408, 5.52835, -4.19940)
C (0.95931, -4.53175, -1.29707)
C (1.12197, -0.30225, -2.24054)
O (-1.86127, -1.44839, 1.17482)
H (0.71603, 4.83040, -7.22426)
Cl (0.77498, 2.01764, -6.60174)
H (-4.57850, 1.67144, -2.63094)
N (4.53292, 0.03004, 0.07790)
H (4.17557, -0.91014, 0.06430)
C (1.03659, -1.65094, 6.04692)

Cartesian forces, eV/Å:
1.2928 2.3830 2.0413
-0.5879 -0.0967 0.6130
-0.0765 -0.7188 0.4890
-0.1079 -0.1084 -0.3662
-0.7414 0.7697 0.6715
0.8012 -0.0763 -0.1453
-0.1423 -0.7178 1.1995
0.1501 -0.2737 -0.7171
0.3867 -0.6596 0.5369
0.1897 0.2914 -0.6637
0.2042 -0.5744 -1.2213
0.2323 0.0580 -1.3646
-0.1506 -0.9231 -0.1040
-0.0697 0.0011 -0.0022
-0.5971 0.8799 0.8554
0.9610 0.3085 -1.6661
-0.5666 -0.2473 1.6325
-1.2263 1.7721 -0.8315
-0.1500 -1.1019 0.4432
-1.7193 -1.1210 0.6034
0.1843 0.9388 0.6935
-0.3560 0.5379 0.7207
-0.4676 -0.3494 -0.2012
-0.5644 -0.7650 -0.0791
-0.3706 -0.3740 0.3931
0.4244 -0.0676 0.3656
-0.0811 0.1851 0.6575
-0.7261 1.4846 -0.0886
-0.4939 -1.1300 -0.8998
0.2767 -0.5784 2.3123
1.8461 0.0295 -0.0425
0.8428 0.8689 -0.2876
-0.5736 -0.5692 0.5287
-0.1090 -0.1677 -0.6723
-0.8403 0.9581 0.8778
-0.4960 -1.0537 0.0809
0.8489 0.1453 0.5839
0.5714 0.5759 -0.8417
-0.0653 -0.3849 0.0974
-0.0321 -0.9756 0.8770
-0.1272 0.5252 0.0348
0.5013 1.6384 0.1944
0.7415 0.5726 -0.2114
-0.4185 1.7331 -0.3681
-0.4276 1.0533 -0.6889
2.7348 1.3312 1.0792
0.0924 1.3495 -0.7995
0.9161 -0.2048 -0.5587
0.7065 0.7142 0.5041
-1.4999 0.9371 0.3244
-0.8556 0.7693 1.8441
-0.9459 0.1342 2.3649
-0.0759 0.1899 -0.5209
0.5684 -0.6586 -0.7841
-0.2620 0.3809 -0.0260
0.0559 0.5493 -1.7565
0.5092 -0.0590 -0.9038
0.8984 -0.3544 0.0925
0.2640 0.2377 0.3586
0.6773 -0.1905 -0.5710
0.4120 0.1380 -0.4634
2.3477 -0.0898 -0.5425
-0.0844 -1.0563 0.2674
1.2041 0.4304 1.1262
-0.9423 -2.1805 -1.6707
-0.9745 -0.1237 -0.9652
-0.3810 -0.0332 0.0328
-0.8180 -0.2565 -0.5574
0.0354 0.1265 -0.4036
-0.0504 0.6371 -1.5268
0.2469 0.7530 1.5242
0.4941 -0.7539 0.3186
0.0340 -0.2103 -0.1185
-0.2090 -1.1252 -0.0148
-1.6418 -3.1297 -3.5368
-1.3605 -0.4469 0.6893
-0.0858 -0.6000 -0.8998
-0.1621 -0.3464 0.1886
0.3853 -0.5840 -0.3720
0.6392 -0.2512 -0.1454
0.8920 -0.0820 0.2013
-0.1758 -0.1915 -0.0002
-1.7593 -0.4260 0.1813

=====

Relative energy (zero: lowest compared OMol25 entry of this formula, charge and spin), respectively: 0.0; 21.5 kJ/mol.